Density functional theory data (wB97M-V/def2-TZVPD) for C24H32AsNOPtSTe as an isolated structure in a non-equilibrium geometry.

```
! RIJCOSX wB97M-V def2-TZVPD def2/J DEFGRID3
* xyz 0 1
H -2.34 3.19 1.29
H 0.62 -4.26 1.81
C -0.44 -5.38 -1.73
C 1.70 5.58 -0.77
C -0.50 4.64 -0.83
H 0.78 0.83 4.16
C 0.32 -3.66 -0.22
H 5.88 -1.43 -2.96
O -2.34 0.84 -0.36
H -2.77 2.13 2.63
H 0.70 4.29 1.76
H 1.63 -1.80 -2.85
C 2.21 4.30 -0.85
H 2.37 6.43 -0.69
C -0.24 1.15 3.93
H 5.92 -1.23 -0.50
H -0.89 0.28 3.98
C -2.88 -1.23 -1.48
C 0.32 5.76 -0.79
H -3.49 -0.66 1.84
C -0.05 -5.89 0.58
C -2.03 2.85 2.28
C 4.98 -1.36 -1.02
H 1.90 3.21 2.47
C -0.44 -6.29 -0.69
As -0.30 1.96 2.12
S 1.84 1.59 -1.14
H 3.27 4.10 -0.84
H 0.64 3.92 3.49
H 3.82 -1.32 0.78
C 1.31 3.23 -0.94
H -3.54 -2.09 -1.44
N -0.01 3.41 -0.89
H -0.04 -6.60 1.39
H -1.81 -0.87 1.34
C -0.06 -4.06 -1.50
Pt -0.32 0.89 -0.60
H -1.99 3.69 2.97
C 3.81 -1.42 -0.30
C -2.84 -1.04 1.05
H 3.73 -1.75 -4.13
H -0.11 6.75 -0.78
Te 0.84 -1.62 0.26
H -3.01 -2.11 0.94
C 4.96 -1.48 -2.40
C 2.57 -1.70 -2.33
H -4.81 0.81 0.53
H -0.55 1.87 4.69
H -5.24 -0.75 -0.19
H -3.06 -0.68 -2.40
C 3.75 -1.66 -3.05
H -1.84 -1.56 -1.47
C -4.61 0.13 -0.29
H -4.84 0.64 -1.23
H -0.74 -5.68 -2.72
C 0.32 -4.58 0.81
C 0.86 3.51 2.51
C 2.60 -1.58 -0.95
H -0.73 -7.31 -0.87
H -1.57 4.73 -0.80
C -3.13 -0.29 -0.27
H -0.08 -3.35 -2.31
*
```

Computed properties:
ΔE to the lowest compared entry with this formula, charge and spin	213.9	kJ/mol
E	-4084.94650	Eh
orbital gap (alpha / beta)	6.5749 / 6.5756	eV
molecular weight	780.2	g mol⁻¹
LUMO level (alpha / beta)	-0.6 / -0.6	eV

Mulliken population analysis, charges in e, atoms 1 to 8: 0.198 0.351 -0.714 -0.310 -0.378 0.381 0.397 0.388



Density functional theory data (wB97M-V/def2-TZVPD) for one molecule with the formula C2H8N4O in a non-equilibrium geometry.

```
! RIJCOSX wB97M-V def2-TZVPD def2/J DEFGRID3
* xyz 0 1
N -1.28 1.61 0.00
C 2.50 0.11 0.11
C 0.13 -0.05 -0.19
H 2.60 0.51 1.21
N 0.00 1.14 0.09
H -2.50 -0.55 0.21
H -1.92 1.39 -0.89
N -0.81 -0.93 -0.56
H 2.35 0.83 -0.67
H -1.41 -1.11 1.34
N -1.76 -1.27 0.44
O 1.28 -0.72 0.03
H -0.25 -1.81 -0.91
H 3.41 -0.34 -0.11
H -1.44 2.56 0.27
*
```

Computed properties:
SMILES	CO/C(=N/N)NN
ΔE to the lowest compared entry with this formula, charge and spin	430.7	kJ/mol
E	-375.14255	Eh
orbital gap	9.1402	eV
molecular weight	104.1	g mol⁻¹
LUMO level	1.0	eV

Mulliken population analysis, charges in e, atoms 1 to 8: -0.568 -0.660 0.626 0.215 -0.316 0.315 0.237 -0.282



Density functional theory data (wB97M-V/def2-TZVPD) for a 2-piece molecular cluster, C8H20N2S2 overall in a non-equilibrium geometry.

```
! RIJCOSX wB97M-V def2-TZVPD def2/J DEFGRID3
* xyz 2 1
N 1.53 0.07 0.78
H -1.51 2.08 1.99
H 4.20 1.11 -1.13
H -3.48 -1.21 1.28
H 2.63 -1.03 -0.74
H -2.86 -0.52 -1.65
H -4.54 -1.56 0.11
C -3.44 -1.38 0.15
H 1.59 -0.62 2.72
H -3.81 1.44 0.23
H 1.86 0.98 0.94
H 0.77 -2.35 -0.53
C 0.14 -0.25 0.36
H 0.89 0.22 -1.82
S -1.39 2.13 0.58
H 2.32 0.65 -2.52
C 2.10 -0.92 1.72
H 1.68 1.61 -1.21
C 2.51 -0.04 -0.43
H 3.85 1.56 0.55
H 4.62 0.10 0.21
H -2.80 -2.22 -0.15
C -0.87 0.61 0.43
H 3.13 -0.76 1.86
C 3.85 0.69 -0.19
N -3.11 -0.22 -0.64
H -4.16 1.45 -1.60
C 1.82 0.67 -1.59
C -4.01 0.84 -0.68
S -0.30 -1.92 0.19
H 1.90 -1.93 1.19
H -5.12 0.71 -0.41
*
```

Computed properties:
ΔE to the lowest compared entry with this formula, charge and spin	273.9	kJ/mol
E	-1221.87009	Eh
orbital gap (alpha / beta)	7.0419 / 7.0356	eV
molecular weight	208.4	g mol⁻¹
LUMO level (alpha / beta)	-9.3 / -9.3	eV

Mulliken population analysis, charges in e, atoms 1 to 8: -0.106 0.280 0.395 0.307 0.315 0.276 0.365 -1.022



Density functional theory data (wB97M-V/def2-TZVPD) for C21H9CoN5O5S2 as an isolated structure.

```
! RIJCOSX wB97M-V def2-TZVPD def2/J DEFGRID3
* xyz -2 4
C -3.62 2.12 -1.92
Co 1.10 0.38 -0.31
C -0.19 0.52 2.29
C -4.27 4.36 -2.76
H -0.41 3.53 -0.35
N -1.67 1.91 -0.64
N 2.09 -1.95 -7.84
O 4.31 -0.73 1.73
C 0.64 -1.77 -2.62
O -2.37 1.47 1.86
C 1.39 -1.89 -5.35
C 0.92 -0.15 4.30
C -3.37 3.52 -2.07
C -1.26 1.06 1.56
H -1.90 5.08 -1.62
C 3.24 -0.36 1.26
H -2.87 0.28 -1.06
O 0.90 -0.36 5.66
O 2.99 -0.04 0.05
H 0.15 -3.83 -2.86
S 0.17 -1.76 -0.95
H 3.02 -0.74 4.03
H 1.76 -0.70 5.91
C -2.17 4.04 -1.49
C 0.75 -4.28 -5.39
N -5.01 5.05 -3.32
S 1.27 0.95 -2.50
N 0.95 0.22 1.60
C 1.78 -1.93 -6.73
C 2.10 -0.40 3.57
C 0.89 -3.03 -4.70
C -2.77 1.34 -1.21
H -4.49 1.67 -2.38
C 2.05 -0.19 2.21
H -1.11 0.52 4.27
C -1.34 3.23 -0.79
H 1.88 0.18 -5.13
C -0.22 0.31 3.70
C 0.53 -2.95 -3.36
C 1.13 -0.61 -3.29
O -0.85 1.12 0.11
N 0.62 -5.29 -5.93
C 1.50 -0.71 -4.63
*
```

Computed properties:
ΔE to the lowest compared entry with this formula, charge and spin	138.6	kJ/mol
E	-3634.86597	Eh
orbital gap (alpha / beta)	5.3664 / 6.1319	eV
molecular weight	534.4	g mol⁻¹
LUMO level (alpha / beta)	4.2 / 4.2	eV

Mulliken population analysis, charges in e, atoms 1 to 8: -0.747 -0.175 0.486 0.104 0.499 0.081 -0.623 -0.761



Density functional theory data (wB97M-V/def2-TZVPD) for a 2-piece molecular cluster, C4H8 overall in a non-equilibrium geometry.

```
! RIJCOSX wB97M-V def2-TZVPD def2/J DEFGRID3
* xyz -1 2
H -0.91 -1.37 1.32
H -1.05 0.57 -1.69
H -0.59 2.03 -0.21
H 1.42 -0.76 1.51
H -1.56 0.24 1.27
C 1.29 -0.06 0.69
H 0.90 0.62 -1.84
C -1.14 -0.54 0.63
C -0.04 0.40 -1.38
H 2.18 0.44 0.30
C 0.13 -0.01 -0.02
H -1.84 -0.91 -0.12
*
```

Computed properties:
ΔE to the lowest compared entry with this formula, charge and spin	189.5	kJ/mol
E	-157.05089	Eh
orbital gap (alpha / beta)	5.8398 / 6.0143	eV
molecular weight	56.1	g mol⁻¹
LUMO level (alpha / beta)	4.8 / 4.5	eV

Mulliken population analysis, charges in e, atoms 1 to 8: 0.352 0.472 -0.074 0.233 0.269 -0.915 0.308 -1.232



Density functional theory data (wB97M-V/def2-TZVPD) for C2InNO9 as an isolated structure in a non-equilibrium geometry.

```
! RIJCOSX wB97M-V def2-TZVPD def2/J DEFGRID3
* xyz -2 1
C 0.64 1.88 -3.37
In -1.83 -1.97 -0.91
O 2.46 -3.54 -0.19
C 3.13 -2.59 0.28
O -3.90 1.98 4.11
O 4.15 -2.11 -0.18
O 1.79 2.31 -3.54
O -2.21 1.48 2.93
N -3.37 1.27 3.25
O -3.89 0.28 2.78
O 0.32 0.80 -3.87
O 2.45 -1.76 0.98
O 0.27 1.98 -2.26
*
```

Computed properties:
ΔE to the lowest compared entry with this formula, charge and spin	541.4	kJ/mol
E	-997.88606	Eh
orbital gap	2.4074	eV
molecular weight	296.8	g mol⁻¹
LUMO level	2.0	eV

Mulliken population analysis, charges in e, atoms 1 to 8: 0.769 0.891 -0.649 0.734 -0.674 -0.557 -0.575 -0.643



Density functional theory data (wB97M-V/def2-TZVPD) for C10H12Cl2F3NO11Pd as an isolated structure in a non-equilibrium geometry.

```
! RIJCOSX wB97M-V def2-TZVPD def2/J DEFGRID3
* xyz 0 3
O -3.73 22.21 -7.57
O -6.22 16.42 -5.73
N -3.86 23.37 -7.18
H 1.05 18.03 -5.23
C -4.78 17.89 -12.12
O -4.99 17.93 -6.85
O -1.03 17.80 -7.76
H -8.63 16.56 -7.70
H -4.10 25.02 -8.37
C -7.54 15.94 -5.92
H -2.59 23.98 -8.70
O -6.02 19.09 -10.61
H -4.29 18.50 -12.88
C -5.87 17.14 -6.82
C -1.46 18.77 -6.93
F -6.94 17.19 -11.45
F -7.59 14.68 -5.42
O -4.41 23.68 -6.16
F 1.21 19.33 -6.74
H -7.79 15.00 -7.83
C -3.25 24.46 -7.99
Cl -7.15 20.89 -7.26
Cl -4.28 20.31 -4.52
H -6.70 18.83 -12.55
H -2.69 25.07 -7.30
O -4.37 19.50 -9.17
O -2.34 19.53 -7.10
H 0.13 16.24 -6.88
O -0.75 18.66 -5.77
H -8.28 16.56 -5.41
Pd -4.74 20.30 -6.90
H 0.89 17.32 -8.09
C 0.20 17.26 -7.25
O -6.61 16.79 -7.88
O -4.06 18.09 -10.89
C -4.76 18.94 -10.13
C -7.72 16.02 -7.44
C 0.55 18.28 -6.16
H -4.70 16.85 -12.43
C -6.20 18.31 -11.74
*
```

Computed properties:
E	-2618.44860	Eh
orbital gap (alpha / beta)	8.2757 / 7.6836	eV
molecular weight	556.5	g mol⁻¹
LUMO level (alpha / beta)	0.2 / -0.6	eV

Mulliken population analysis, charges in e, atoms 1 to 8: -0.582 -0.316 0.989 0.313 -0.459 -0.440 -0.288 0.276



Density functional theory data (wB97M-V/def2-TZVPD) for C2H5InO5P as an isolated structure in a non-equilibrium geometry.

```
! RIJCOSX wB97M-V def2-TZVPD def2/J DEFGRID3
* xyz -1 1
P 1.23 -4.42 0.55
H 0.44 3.20 -1.16
O 1.29 -3.41 1.75
O 2.15 -3.77 -0.52
C -0.59 3.33 -0.82
O 1.56 -5.85 0.92
In 0.82 -1.30 -0.01
H -0.85 2.69 1.28
H -1.11 3.13 -1.77
O -0.07 -4.13 -0.23
H -0.65 4.40 -0.59
C -1.16 2.39 0.26
O -0.84 1.07 0.09
H -2.22 2.70 0.25
*
```

Computed properties:
ΔE to the lowest compared entry with this formula, charge and spin	0.0	kJ/mol
E	-986.84468	Eh
orbital gap	2.7397	eV
molecular weight	254.8	g mol⁻¹
LUMO level	-1.5	eV

Mulliken population analysis, charges in e, atoms 1 to 8: 0.892 0.259 -0.518 -0.361 -0.929 -0.609 0.804 0.217